Entry 1:
C12H12N4O6S | wB97M-V/def2-TZVPD

Each line ends with the Mulliken charge.
Positions of all 35 atoms, in Å:
S -1.33 4.28 -2.25  1.14
O 2.12 -5.07 2.96  -0.49
O 1.72 -0.06 -0.74  -0.47
O -0.08 0.18 0.60  -0.27
O -1.18 3.74 -3.65  -0.64
O 4.31 -4.70 2.65  -0.54
O -2.47 5.13 -2.11  -0.63
N -3.73 3.37 -0.17  -0.42
N -0.27 2.25 -0.61  -0.76
N -1.35 3.08 -1.00  0.48
N 3.06 -4.33 2.74  0.85
C -2.08 1.56 0.25  -0.94
C 2.64 -0.87 3.77  -0.82
C 1.21 -0.16 0.34  0.10
C 2.15 -0.30 2.59  -0.40
C 2.75 -2.99 2.57  0.21
C 3.02 -2.22 3.75  -0.37
C -0.72 1.16 -0.01  0.51
C 2.22 -2.41 1.41  0.94
C 2.22 -3.26 0.16  -1.60
C 1.85 -1.00 1.42  0.54
C -2.49 2.71 -0.36  0.60
C 0.05 5.35 -2.01  -1.02
H -3.72 4.39 -0.32  0.20
H 3.51 -2.53 4.66  0.40
H -4.57 2.99 0.29  0.21
H 3.19 -3.32 -0.28  0.32
H 1.93 -4.24 0.46  0.42
H 1.06 4.91 -1.95  0.33
H 2.95 -0.21 4.66  0.26
H 1.54 -2.83 -0.49  0.49
H -0.10 5.99 -1.25  0.42
H 1.87 0.84 2.49  0.25
H -2.76 1.05 0.90  0.34
H 0.01 6.02 -2.96  0.33

Properties
HOMO: -8.70 eV
Frontier orbital gap: 8.123 eV
SMILES: Cc1c(C(=O)Oc2cc(N)n(S(C)(=O)=O)n2)cccc1[N+](=O)[O-]
DFT total energy: -41711.80871 eV

Entry 2:
C12H12NO | wB97M-V/def2-TZVPD

Each line ends with the Mulliken charge.
Positions of all 26 atoms, in Å:
O 0.85 0.14 1.33  -0.38
N 0.24 -4.80 -0.13  -0.07
C -0.95 1.78 1.70  -0.22
C 1.00 -3.14 -1.87  -0.71
C 0.69 -4.06 -0.92  0.20
C 0.81 -1.77 -1.80  -0.48
C 0.45 -0.98 0.70  -0.06
C -0.85 3.86 0.64  -0.21
C 0.32 3.51 -0.02  -0.48
C -1.49 3.06 1.60  -0.64
C -0.89 -1.17 0.12  -0.61
C 0.90 2.28 0.14  -0.46
C 0.25 -0.85 -0.86  0.28
C 0.27 1.41 1.02  0.44
H -1.38 -2.14 0.17  0.26
H -1.46 0.94 2.23  0.34
H 0.15 -5.23 0.69  0.26
H 1.79 1.91 -0.33  0.47
H -1.50 -0.32 0.05  0.30
H -2.43 3.38 1.98  0.41
H -1.41 4.75 0.22  0.28
H 1.46 -3.54 -2.75  0.40
H 1.05 -1.82 0.93  0.42
H 0.06 0.10 -1.28  0.64
H 0.71 4.12 -0.88  0.31
H 1.37 -1.43 -2.67  0.33

Properties
Net charge: +1
HOMO: -12.01 eV
Frontier orbital gap: 7.043 eV
SMILES: [NH+]#C/C=C\[C@H]1C[C@@H]1Oc1ccccc1
DFT total energy: -16165.37471 eV

Entry 3:
C12H12NO2PtS | wB97M-V/def2-TZVPD

Each line ends with the Mulliken charge.
Positions of all 29 atoms, in Å:
Pt 0.56 0.40 -0.91  0.81
S 1.76 -1.28 -1.83  -0.38
O -1.10 -0.68 -0.83  -0.51
O 1.66 2.05 -0.55  -0.35
N -0.71 -1.96 -0.91  0.32
C -1.62 3.18 1.45  -0.52
C -0.53 -4.62 -1.37  -0.30
C -0.93 3.15 2.66  -0.38
C 0.34 1.26 1.91  -0.49
C -1.55 -4.08 -0.54  -0.48
C 0.52 -3.81 -1.83  -0.54
C -0.20 1.39 0.65  0.39
C 2.65 2.45 -1.46  -0.59
C -1.21 2.30 0.46  -0.44
C -1.48 -2.78 -0.14  -0.43
C 0.43 -2.43 -1.60  0.51
C 0.08 2.21 2.88  -0.53
H -0.59 -5.65 -1.71  0.37
H -2.19 -4.80 -0.04  0.34
H 1.43 -4.21 -2.21  0.37
H -2.53 3.78 1.35  0.34
H 3.56 2.33 -0.91  0.29
H -1.81 2.28 -0.43  0.31
H -1.26 3.71 3.52  0.35
H 2.54 3.52 -1.71  0.26
H -2.22 -2.31 0.51  0.39
H 1.02 0.46 2.18  0.33
H 2.68 1.84 -2.40  0.22
H 0.68 2.30 3.79  0.36

Properties
HOMO (alpha / beta): -5.80 / -8.29 eV
Frontier orbital gap (alpha / beta): 6.339 / 5.286 eV
DFT total energy: -32294.74412 eV
Multiplicity: 6

Entry 4:
C12H13BCl4NO4 | wB97M-V/def2-TZVPD

Each line ends with the Mulliken charge.
Positions of all 35 atoms, in Å:
Cl -5.25 2.26 0.20  -0.29
Cl 3.72 0.73 -1.66  -0.33
Cl 3.41 3.32 -0.09  -0.35
Cl 3.06 0.58 1.35  -0.31
O 0.41 -1.47 1.43  -0.09
O 0.73 -2.08 -2.62  -0.47
O 0.61 -2.92 -0.28  -0.54
O 1.33 1.69 -0.45  -0.81
N 0.89 -0.52 -0.73  0.69
C -3.23 0.47 -0.11  -0.90
C -2.61 2.81 -0.12  -0.49
C 0.55 -1.81 0.16  0.33
C 0.56 0.23 -3.28  -1.08
C -0.90 1.09 -0.34  1.90
C -1.28 2.45 -0.28  -0.80
C 0.49 0.73 -0.47  -1.56
C 0.80 -2.61 2.29  -0.27
C -1.89 0.10 -0.28  -0.68
C -3.60 1.82 -0.02  0.21
C 0.70 -0.92 -2.38  0.85
C 0.58 -2.10 3.68  -1.17
B 2.86 1.61 -0.23  0.70
H 1.54 0.51 -3.70  0.28
H 0.13 1.09 -2.77  0.20
H 1.93 -0.64 -0.66  0.52
H 1.86 -2.85 2.11  0.29
H -0.09 -0.06 -4.11  0.40
H -2.91 3.85 -0.07  0.40
H -1.59 -0.94 -0.34  0.36
H 0.16 -3.48 2.05  0.30
H 0.82 -2.86 4.43  0.40
H -0.47 -1.80 3.83  0.30
H 1.22 -1.23 3.87  0.27
H -0.52 3.24 -0.34  0.38
H -4.02 -0.28 -0.05  0.35

Properties
Net charge: -1
HOMO: -2.03 eV
Frontier orbital gap: 4.812 eV
DFT total energy: -73104.48740 eV

Entry 5:
C12H13BrS | wB97M-V/def2-TZVPD

Each line ends with the Mulliken charge.
Positions of all 27 atoms, in Å:
Br -0.63 -2.65 0.62  -0.17
S -4.26 0.41 0.50  -0.19
C 0.15 1.82 -1.10  -0.51
C 2.46 -1.60 1.28  -1.41
C 0.56 1.43 0.29  -0.72
C 1.81 -1.18 0.02  0.59
C -2.11 0.86 -0.74  0.37
C -1.70 0.33 0.55  -0.09
C 0.30 -0.98 -0.06  -0.40
C -3.48 1.02 -0.88  -0.50
C -0.23 0.22 0.85  -0.36
C 2.48 -1.08 -1.08  -1.09
C -2.74 -0.01 1.30  -0.22
C -1.01 1.35 -1.58  -0.90
H 0.92 2.19 -1.77  0.36
H 0.03 -0.84 -1.09  0.53
H 1.87 -1.06 -1.93  0.37
H -3.78 1.44 -1.87  0.39
H 3.49 -1.48 -0.84  0.32
H 3.55 -1.56 1.16  0.42
H 1.60 1.22 0.22  0.43
H -2.97 -0.36 2.25  0.53
H -0.11 0.05 1.89  0.76
H 2.15 -0.91 2.05  0.29
H -1.24 1.66 -2.58  0.44
H 0.56 2.32 1.04  0.35
H 2.33 -2.61 1.50  0.40

Properties
HOMO: -8.22 eV
Frontier orbital gap: 8.968 eV
SMILES: C=C(C)[C@@H](Br)[C@H]1CC=Cc2cscc21
DFT total energy: -93530.29573 eV

Entry 6:
C12H13ClCuO | wB97M-V/def2-TZVPD

Each line ends with the Mulliken charge.
Positions of all 28 atoms, in Å:
Cu 0.28 0.70 -0.38  -0.69
Cl 1.54 1.34 1.32  -0.63
O -2.46 0.41 -0.25  -0.61
C 1.26 -1.97 0.28  -0.57
C 0.03 -1.84 2.23  -0.47
C -1.64 1.22 1.89  -1.62
C -0.27 0.20 -2.26  -0.83
C -0.13 -1.91 -0.07  -0.48
C -0.88 -1.82 1.14  -0.88
C 1.16 0.02 -2.19  -0.07
C 1.36 -1.90 1.70  -0.67
C 1.75 1.28 -1.87  -0.55
C -0.53 1.59 -2.06  -0.59
C 0.70 2.25 -1.80  -0.40
C -1.59 0.73 0.51  1.62
H -1.04 -0.54 -2.44  0.41
H -0.56 -2.07 -1.06  0.73
H -1.96 -1.94 1.22  0.44
H -2.45 0.74 2.46  0.35
H -1.50 2.06 -2.13  0.47
H 1.68 -0.93 -2.33  0.55
H 2.10 -2.11 -0.41  0.38
H -0.65 1.07 2.36  0.28
H 2.81 1.49 -1.74  0.39
H -1.82 2.31 1.87  0.34
H 0.79 3.31 -1.55  0.39
H -0.26 -1.77 3.28  0.37
H 2.28 -1.91 2.29  0.34

Properties
Net charge: -2
HOMO (alpha / beta): 1.18 / 0.93 eV
Frontier orbital gap (alpha / beta): 5.055 / 5.138 eV
DFT total energy: -71860.92732 eV
Multiplicity: 2